Entry 1:
Molecular formula: C2H6N2O3
Method: DFT, ωB97M-V with the def2-TZVPD basis set

Calculated values
HOMO energy = -0.89 eV
LUMO energy = 6.3 eV
gap between HOMO and LUMO = 0.264 Eh

ORCA input file:
```
! wB97M-V def2-TZVPD RIJCOSX def2/J DEFGRID3
* xyz -2 1
C -0.681 -0.172 -0.480
C 0.301 -0.753 0.512
N 1.327 0.225 0.875
N -8.556 5.133 -2.411
O -8.452 6.394 -2.269
O -9.706 4.621 -2.221
O 1.034 -2.108 -0.146
H -1.160 0.723 -0.070
H -1.442 -0.911 -0.716
H -0.165 0.094 -1.402
H -0.196 -1.091 1.429
H 1.807 0.462 0.007
H 2.016 -0.287 1.425
*
```

---

Entry 2:
Molecular formula: C2H6N2O3
Method: DFT, ωB97M-V with the def2-TZVPD basis set

Calculated values
HOMO energy = -9.46 eV
LUMO energy = 0.1 eV
gap between HOMO and LUMO = 0.350 Eh

ORCA input file:
```
! wB97M-V def2-TZVPD RIJCOSX def2/J DEFGRID3
* xyz 0 1
C 2.191 0.186 0.086
C -0.058 -0.095 -0.058
H 1.990 0.751 -0.892
H 2.324 0.620 0.981
H 3.073 -0.423 -0.042
H -0.619 -1.962 -0.402
H -2.991 -0.139 -0.133
H -1.924 1.150 0.828
N -1.139 -1.009 -0.593
N -0.269 1.174 0.230
O 1.066 -0.775 -0.107
O -2.081 -0.936 0.509
O -1.564 1.458 -0.408
*
```

---

Entry 3:
Molecular formula: C2H6N2O3
Method: DFT, ωB97M-V with the def2-TZVPD basis set

Calculated values
HOMO energy = -10.58 eV
LUMO energy = 0.4 eV
gap between HOMO and LUMO = 0.404 Eh
SMILES = NC(=O)NC=O.O

ORCA input file:
```
! wB97M-V def2-TZVPD RIJCOSX def2/J DEFGRID3
* xyz 0 1
N -1.025 -0.421 1.305
C -1.496 0.166 0.142
O -2.437 -0.302 -0.401
N -0.757 1.372 -0.174
C 0.594 1.370 -0.258
O 1.270 0.374 -0.356
H -0.211 -0.295 1.883
H -1.424 -1.348 1.388
H -1.278 2.183 0.119
H 1.039 2.371 -0.183
O 1.846 -2.207 -1.274
H 2.591 -1.840 -0.753
H 1.287 -1.423 -1.437
*
```

---

Entry 4:
Molecular formula: C2H6N2OS
Method: DFT, ωB97M-V with the def2-TZVPD basis set

Calculated values
HOMO energy = -8.26 eV
LUMO energy = 0.0 eV
gap between HOMO and LUMO = 0.304 Eh

ORCA input file:
```
! wB97M-V def2-TZVPD RIJCOSX def2/J DEFGRID3
* xyz 0 1
C 0.660 -1.470 -0.531
C -0.344 0.837 0.578
H 0.696 -1.672 -1.876
H 2.083 -1.440 0.252
H -0.306 -2.055 0.063
H 0.720 1.866 -1.481
H -2.122 0.900 1.843
H -1.619 -0.539 0.886
N 0.450 -0.020 -0.214
N -1.349 0.390 1.146
O 1.177 0.669 -1.310
S -0.045 2.535 0.644
*
```

---

Entry 5:
Molecular formula: C2H6N2OS
Method: DFT, ωB97M-V with the def2-TZVPD basis set

Calculated values
HOMO energy = -9.32 eV
LUMO energy = 0.7 eV
gap between HOMO and LUMO = 0.368 Eh
SMILES = [H]/N=C(\CO)NS

ORCA input file:
```
! wB97M-V def2-TZVPD RIJCOSX def2/J DEFGRID3
* xyz 0 1
H -2.175 -1.177 0.001
N -1.240 -1.584 0.064
C -0.350 -0.630 0.054
C -0.576 0.737 0.599
O -0.191 1.714 -0.334
N 0.939 -0.897 -0.338
S 2.326 -0.166 0.249
H -0.022 0.890 1.533
H -1.614 0.799 0.806
H -0.720 1.539 -1.108
H 1.036 -1.839 -0.715
H 2.587 0.615 -0.810
*
```

---

Entry 6:
Molecular formula: C2H6N2OS
Method: DFT, ωB97M-V with the def2-TZVPD basis set

Calculated values
HOMO energy = -9.03 eV
LUMO energy = -0.5 eV
gap between HOMO and LUMO = 0.314 Eh

ORCA input file:
```
! wB97M-V def2-TZVPD RIJCOSX def2/J DEFGRID3
* xyz 0 1
C -0.962 0.307 0.366
C 0.397 -0.085 -0.206
H -1.289 -1.220 2.005
H -0.570 0.252 2.343
H -1.188 1.431 0.414
H -1.739 -0.180 -0.326
H -0.368 0.062 -1.905
H 2.907 0.349 -0.955
N -1.218 -0.145 1.633
N 0.676 0.163 -1.516
O 1.234 -0.550 0.573
S 2.119 -0.385 -2.425
*
```